Entry one
DFT (ωB97M-V/def2-TZVPD) results for 3 unconnected molecules or ions with the total composition C6H12.

## Properties
* 2S+1: 1
* frontier orbital gap: 0.3633 hartree
* M: 84.16 g/mol
* HOMO energy: -0.3369 Eh

Cartesian coordinates (Å):
1 H -1.3176 -1.0524 -1.8978
2 C -0.0672 -0.8764 0.8337
3 H 1.1299 0.9110 -1.9400
4 C -0.1548 1.2251 0.6333
5 H 0.5508 -1.6665 1.9618
6 H -1.4677 0.7103 -1.9877
7 H -1.1927 1.5353 0.7926
8 H -2.2835 -0.1799 -0.6890
9 C 0.3586 0.2105 1.6416
10 C -0.1361 0.0072 -0.4231
11 H 0.4642 2.0986 0.3986
12 H 1.3718 0.3188 2.0150
13 H 2.0315 0.1312 -0.6233
14 H 0.2866 -0.9161 2.7053
15 C -1.3724 -0.1361 -1.2972
16 H -0.9565 -1.4598 1.0618
17 C 1.1417 0.0524 -1.2576
18 H 1.2392 -0.8557 -1.8637

Entry two
DFT (ωB97M-V/def2-TZVPD) results for 3 unconnected molecules or ions with the total composition C6H12.

## Properties
* 2S+1: 1
* frontier orbital gap: 0.3495 hartree
* M: 84.16 g/mol
* SMILES string: C1=CC1.C=C.C
* HOMO energy: -0.3124 Eh

Cartesian coordinates (Å):
1 H -1.0249 0.6430 -2.1843
2 C 0.6527 1.2361 0.7733
3 H -1.6707 -1.3923 -0.9496
4 H 1.7767 -1.1179 1.2772
5 H -1.5036 0.6021 0.6296
6 H 1.4879 1.2712 1.4407
7 C 0.2421 1.5633 -0.4109
8 C 0.7046 -1.3073 1.3883
9 H 0.0453 -2.0433 -1.1913
10 H 0.7086 0.0297 -2.2907
11 H -1.2231 2.3751 1.0432
12 C -0.6505 -1.2182 -1.2752
13 H 0.1455 -0.9512 0.5114
14 C -0.8063 1.4537 0.6397
15 H 0.5250 -2.3798 1.4156
16 H 0.3409 -0.8398 2.3068
17 C -0.2870 -0.0865 -1.8789
18 H 0.5368 2.1620 -1.2448

Entry three
DFT (ωB97M-V/def2-TZVPD) results for 2 unconnected molecules or ions with the total composition C6H12.

## Properties
* 2S+1: 1
* frontier orbital gap (alpha / beta): 0.3171 / 0.3209 hartree
* M: 84.16 g/mol
* HOMO energy (alpha / beta): -0.3435 / -0.3470 Eh

Cartesian coordinates (Å):
1 C -0.1591 0.9187 1.1387
2 H 2.3966 0.0822 -1.0313
3 C -0.9768 0.1115 1.8135
4 H 1.9073 1.4282 0.9013
5 H -1.8920 -0.3275 -1.9340
6 H 1.6174 -0.2503 1.3640
7 C -2.3551 -0.4894 -0.9321
8 C 1.3386 0.1372 -0.7441
9 C 0.6749 -1.2134 -1.0026
10 C 1.2465 0.5674 0.7314
11 H 1.1962 -2.0118 -0.4606
12 H -1.9962 0.3949 2.0631
13 H -0.5230 1.8965 0.8144
14 H -0.3707 -1.2387 -0.6566
15 H 0.8845 0.9106 -1.3799
16 H -2.4197 0.5508 -0.5470
17 H 0.6758 -1.4708 -2.0674
18 H -0.6511 -0.8713 2.1506

Energies relative to the minimum, kJ/mol: entry one 104.8; entry two 0.0; entry three 33.6

Entry one
DFT (ωB97M-V/def2-TZVPD) results for a single C6H12 molecule.

## Properties
* 2S+1: 1
* frontier orbital gap: 0.4067 hartree
* M: 84.16 g/mol
* SMILES string: CC[C@H]1C[C@H]1C
* HOMO energy: -0.3615 Eh

Cartesian coordinates (Å):
1 C -1.0664 0.5514 0.8107
2 H 1.5034 -2.1083 -1.2448
3 H -1.3439 1.1362 1.6940
4 C 1.1598 -0.2254 -0.3714
5 H -1.3873 2.0391 -0.7151
6 H 2.4119 0.1161 1.4651
7 C 0.6334 -1.4748 -1.0455
8 H -1.6024 0.3674 -1.2796
9 H 0.1400 -1.2930 -2.0076
10 C 0.4228 0.6698 0.5835
11 C -1.7873 1.0527 -0.4434
12 H 1.0978 -1.1508 1.6305
13 H 1.8787 0.3041 -0.9871
14 H 0.7549 1.7070 0.5416
15 C 1.4639 -0.2749 1.1025
16 H -1.3540 -0.4789 1.0355
17 H -2.8740 1.1225 -0.3488
18 H -0.0514 -2.0601 -0.4202

Entry two
DFT (ωB97M-V/def2-TZVPD) results for a single C6H12 molecule.

## Properties
* 2S+1: 1
* frontier orbital gap: 0.3376 hartree
* M: 84.16 g/mol
* HOMO energy: -0.2954 Eh

Cartesian coordinates (Å):
1 H -1.2836 -2.0032 -0.1983
2 H -0.6307 -0.4339 -2.7456
3 H 0.5095 -1.3404 -1.6669
4 C -0.1388 0.6795 1.7938
5 C -1.5158 -1.1623 -0.8498
6 C -0.4949 0.3832 -0.6954
7 H 0.5830 0.5873 2.6138
8 H 2.4524 0.8541 0.9181
9 H -0.4116 1.7351 1.6853
10 H -2.4732 -1.2308 -1.3649
11 C -0.3631 -0.6809 -1.7180
12 H 2.1729 0.5264 -0.8029
13 C 0.4422 0.1530 0.4832
14 H -1.7314 -0.1909 -0.2003
15 C 1.7158 0.9237 0.1103
16 H -1.0432 0.1284 2.0810
17 H 1.4857 1.9816 -0.0584
18 H 0.7249 -0.9096 0.6150

Energies relative to the minimum, kJ/mol: entry one 0.0; entry two 273.1

Entry one
DFT (ωB97M-V/def2-TZVPD) results for 2 unconnected molecules or ions with the total composition C6H12.

## Properties
* 2S+1: 1
* frontier orbital gap: 0.3309 hartree
* M: 84.16 g/mol
* SMILES string: C=C/C=C/CC.[H][H]
* HOMO energy: -0.2965 Eh

Cartesian coordinates (Å):
1 H 0.7865 -1.1395 1.0212
2 H -0.2879 0.7502 -1.1270
3 C -2.4267 -0.0180 0.1494
4 H 1.7287 2.0480 -1.0621
5 C 0.3690 0.4419 -0.3106
6 C -1.3844 -1.0121 0.6573
7 H -2.2866 0.9762 0.5938
8 H -3.4312 -0.3659 0.4036
9 C 1.6832 1.0645 -0.5867
10 H -2.3808 0.0961 -0.9391
11 H 2.7992 0.0276 -2.0554
12 C 2.4066 0.0376 -1.0538
13 H -1.5382 -1.9938 0.1996
14 H 1.3172 0.7002 2.0394
15 C 0.0325 -0.5793 0.4638
16 H -1.5233 -1.1493 1.7383
17 H 2.3976 -0.8985 -0.4884
18 H 1.7346 1.0426 1.5308

Entry two
DFT (ωB97M-V/def2-TZVPD) results for 2 unconnected molecules or ions with the total composition C6H12.

## Properties
* 2S+1: 1
* frontier orbital gap: 0.2501 hartree
* M: 84.16 g/mol
* HOMO energy: -0.2655 Eh

Cartesian coordinates (Å):
1 H 2.9700 -0.3670 -0.3470
2 H 2.9835 0.0399 1.3820
3 H -1.1573 -1.7368 -1.1241
4 C -1.7642 1.3496 -0.7349
5 H 1.1202 1.3057 0.7875
6 C -0.1813 -1.3728 -0.8217
7 H 0.6505 -1.6835 -1.4400
8 H -2.2028 -0.3665 0.4967
9 H -1.7162 0.8601 -1.7116
10 C -1.4284 0.4020 0.4075
11 C 1.0846 0.2705 0.4374
12 C -0.1328 -0.3170 0.0509
13 H -2.7444 1.8271 -0.6428
14 C 2.4190 -0.4614 0.5968
15 H 2.1149 -1.4777 0.8071
16 H -1.0381 2.1727 -0.7869
17 H 0.3081 -0.8539 1.7413
18 H -1.3192 0.9751 1.3349

Entry three
DFT (ωB97M-V/def2-TZVPD) results for 2 unconnected molecules or ions with the total composition C6H12.

## Properties
* 2S+1: 1
* frontier orbital gap: 0.3856 hartree
* M: 84.16 g/mol
* SMILES string: C[C@H]1C=CC1.C
* HOMO energy: -0.3429 Eh

Cartesian coordinates (Å):
1 H -0.3605 1.2868 2.7766
2 C 0.5219 0.8186 2.3260
3 H -0.0855 1.5057 -0.5325
4 C -0.2177 -0.5684 -1.4122
5 C 1.3030 -0.6787 -1.4624
6 H -2.2039 0.1598 0.9682
7 H 1.1777 1.6574 2.0481
8 H 1.0686 0.2352 3.0662
9 H 1.7130 -0.0082 -2.2282
10 C -1.4970 -0.0991 0.1799
11 H 0.2554 0.1191 1.5195
12 H 1.6188 -1.6992 -1.7091
13 C -0.8271 0.7644 -0.8627
14 H -1.0777 -2.2801 0.0232
15 H 1.7620 -0.4121 -0.5040
16 H -1.5446 1.2551 -1.5257
17 C -0.9757 -1.2368 -0.2733
18 H -0.6308 -0.8193 -2.3974

Energies relative to the minimum, kJ/mol: entry one 227.5; entry two 292.4; entry three 0.0